Molecular formula: C39H97ClN5O12P2S
Method: DFT, ωB97M-V/def2-TZVPD

Each line ends with the Mulliken charge.
CARTESIAN COORDINATES (ANGSTROEM)
Cl -1.532 -5.263 -0.297  -0.307
S -1.070 -3.315 0.216  1.257
P -0.873 1.913 1.130  3.101
P -2.701 2.223 2.510  0.062
O 3.714 -0.886 2.053  -0.468
O -3.940 1.104 2.536  -0.549
O 6.232 -7.329 -8.446  -0.411
O 0.361 -3.855 -5.443  -0.402
O -6.099 -5.601 1.819  -0.359
O 0.693 5.847 0.609  -0.604
O -3.295 4.843 -3.164  -0.220
O -1.207 -2.457 -0.936  -0.591
O 3.676 6.929 7.421  -0.375
O -3.328 3.765 2.638  -0.447
O 0.292 -3.329 0.660  -0.565
O -0.503 3.979 4.046  -0.395
N -5.629 -5.637 -1.024  -0.707
N 1.001 6.416 6.464  -0.450
N 1.239 -2.529 -3.024  -0.430
N -6.006 5.731 -2.769  -0.780
N 5.977 -5.326 -6.387  -0.675
C 2.644 7.875 7.630  -0.683
C -4.930 7.402 -4.176  -1.434
C 3.169 -3.715 -3.910  -1.354
C -7.334 -6.170 2.207  -0.693
C 1.749 -3.855 -3.370  0.485
C -5.409 -6.845 -0.222  0.395
C -4.907 6.702 -2.820  0.261
C 6.910 -8.500 -8.034  -0.638
C -0.439 1.728 5.087  -1.393
C 0.802 -4.605 -4.323  -0.640
C -1.472 -2.203 2.769  -1.622
C 1.283 -3.778 -6.509  -0.570
C 5.076 -6.483 -6.409  1.306
C 1.478 7.791 6.631  0.205
C 3.041 -2.106 4.115  -1.320
C 0.517 1.432 -0.145  -2.530
C 1.804 8.367 5.256  -1.318
C 0.082 2.682 3.974  -0.393
C 3.763 1.578 1.803  -0.708
C -2.821 4.989 -4.486  -0.835
C 2.845 -1.857 2.601  0.769
C -0.777 3.807 0.791  -0.869
C -2.193 -2.780 1.547  -0.291
C -3.415 2.552 -0.378  -1.387
C 0.379 2.073 2.584  1.795
C -1.191 -0.648 2.791  0.745
C -5.167 -6.509 1.260  -0.365
C 5.508 -7.466 -5.326  -1.478
C 3.126 1.419 0.398  -1.295
C 1.776 0.669 0.323  0.472
C -2.058 1.838 -0.452  -0.811
C -3.558 6.051 -2.479  -0.570
C 1.206 5.168 1.851  -0.985
C -6.571 -7.808 -0.449  -1.487
C 4.599 7.263 6.401  -0.596
C 4.986 -7.104 -7.813  -0.913
C 3.664 0.358 2.732  -0.213
C -1.180 0.011 1.408  -0.807
C 0.657 4.438 0.626  0.134
H -0.231 -0.644 3.329  -0.794
H 1.297 2.562 2.238  -0.504
H 5.541 6.766 6.631  0.258
H 0.717 -3.617 -7.428  0.300
H 3.405 2.465 2.342  0.161
H -4.504 -7.335 -0.593  0.337
H -5.021 6.700 -5.005  0.289
H 4.071 -6.136 -6.147  -0.394
H -4.207 0.661 1.715  0.284
H -4.805 -5.044 -0.961  0.254
H 0.140 0.803 5.001  0.082
H 7.557 -8.816 -8.853  0.261
H 5.623 -4.624 -7.032  0.308
H 2.331 9.320 5.342  0.367
H 2.778 0.479 3.372  0.011
H -5.095 7.465 -2.058  0.422
H -3.744 2.676 -1.429  0.382
H -4.196 -6.011 1.335  0.071
H 0.532 5.713 2.497  0.354
H -4.027 7.999 -4.328  0.329
H 4.836 1.772 1.643  0.532
H -1.512 2.305 -1.289  0.583
H 1.599 0.007 1.172  -0.898
H -3.574 5.784 -1.420  0.230
H -3.426 3.970 3.571  0.385
H 6.857 -5.620 -6.805  0.309
H -7.751 -5.549 3.000  0.251
H -6.058 5.345 -1.830  0.303
H 1.807 -4.444 -2.449  0.357
H -0.179 2.216 6.040  0.529
H -0.579 -0.654 0.773  -0.436
H -6.356 -5.094 -0.565  0.332
H 1.789 -1.621 2.402  -0.478
H 0.678 6.065 7.363  0.239
H 3.257 -2.933 -4.664  0.261
H -3.386 3.587 -0.019  0.095
H 3.521 -4.654 -4.347  0.137
H -7.212 -7.188 2.588  0.318
H -0.093 4.498 4.745  0.165
H 3.853 -3.451 -3.103  0.413
H -8.044 -6.165 1.376  0.233
H -1.110 4.488 1.582  0.314
H -6.541 -8.637 0.261  0.343
H 1.241 -5.558 -4.653  0.394
H -1.520 1.597 5.057  0.223
H -6.516 -8.230 -1.454  0.366
H 3.116 2.412 -0.069  0.338
H 5.277 -7.062 -4.340  0.343
H -1.219 4.169 -0.146  0.159
H -2.239 0.827 -0.857  0.311
H 2.411 7.691 4.655  0.181
H 1.014 -2.052 -3.894  0.301
H -2.726 6.757 -2.612  0.460
H 4.458 -6.396 -8.458  0.363
H 6.215 -9.314 -7.806  0.299
H 4.389 -8.025 -7.803  0.433
H 0.658 8.385 7.047  0.332
H 4.982 -8.419 -5.425  0.352
H -4.246 2.003 0.082  0.219
H -7.540 -7.318 -0.365  0.291
H -2.993 -2.176 1.116  0.372
H 2.265 -1.548 4.660  0.254
H 6.580 -7.662 -5.346  0.320
H 0.734 2.220 -0.883  1.079
H -0.544 -2.774 2.898  0.406
H -2.691 -3.712 1.855  0.353
H -5.734 4.936 -3.343  0.342
H 1.963 -0.082 -0.465  0.612
H 1.956 -2.927 -6.383  0.231
H 1.402 3.931 0.012  0.598
H 4.776 8.341 6.349  0.290
H -5.100 -7.418 1.872  0.429
H 0.338 -2.638 -2.555  0.081
H 0.006 0.731 -0.820  0.612
H 1.106 2.863 4.389  0.616
H 2.292 5.226 1.936  0.356
H 1.811 5.836 6.254  0.276
H 1.863 -4.701 -6.614  0.180
H 3.993 -1.722 4.490  0.338
H -3.652 5.038 -5.196  0.237
H 4.523 0.395 3.424  0.459
H -2.182 5.871 -4.596  0.363
H 0.885 8.545 4.698  0.349
H 3.886 0.873 -0.176  0.512
H -0.105 -4.852 -3.766  0.306
H 2.879 -3.151 4.395  0.369
H -2.196 -0.211 1.041  0.022
H -5.786 8.076 -4.236  0.369
H 3.058 8.892 7.673  0.401
H -2.078 -2.468 3.646  0.463
H -1.906 -0.258 3.519  0.670
H 3.073 -2.795 2.084  0.390
H 4.259 6.893 5.432  0.192
H 2.249 7.655 8.626  0.350
H 0.824 1.108 2.866  -1.382
H -2.235 4.102 -4.729  0.249
H 7.546 -8.299 -7.170  0.224

Summary:
HOMO-LUMO gap in eV: 4.247
LUMO level in eV: 1.725
2S+1: 1
Charge: -1
HOMO level in eV: -2.52